No. 1
ORCA calculation (the ωB97M-V functional and the def2-TZVPD basis) on 2 unconnected molecules or ions with the total composition C5H14NO at a distorted geometry.

Geometry as XYZ:
```
21
Properties=species:S:1:pos:R:3:nbo_charge:R:1
C 1.60 2.00 -1.45 -0.53
C 1.60 0.41 -1.38 -0.39
C 1.57 -0.09 0.04 -0.52
C 0.18 -0.45 0.45 0.01
C -0.71 -0.90 -0.50 0.15
N -2.16 -0.78 -0.12 -0.74
H 0.71 2.20 -0.84 0.19
H 1.39 2.24 -2.50 0.26
H 2.55 2.38 -1.08 0.25
H 2.44 0.09 -2.06 0.28
H 0.72 0.12 -1.96 0.21
H 1.99 0.57 0.84 0.35
H 2.31 -0.91 0.27 0.41
H -0.03 -0.52 1.55 0.31
H -0.54 -1.45 -1.43 0.29
H -2.85 -0.39 -0.79 0.49
H -2.15 -0.11 0.66 0.48
H -2.65 -1.62 0.22 0.49
H -2.46 -0.52 3.79 0.52
H -1.52 -1.52 3.32 0.49
O -1.98 -0.74 2.98 -1.00
```

Summary:
* highest occupied orbital energy (alpha / beta): -19.367 / -19.306 eV
* 2S+1: 2
* ΔE to the lowest compared entry with this formula, charge and spin: 58.7 kcal/mol
* net charge: +2
* frontier orbital gap (alpha / beta): 0.3557 / 0.2167 Eh



No. 2
ORCA calculation (the ωB97M-V functional and the def2-TZVPD basis) on 2 unconnected molecules or ions with the total composition C5H14NO2 at a distorted geometry.

Geometry as XYZ:
```
22
Properties=species:S:1:pos:R:3:nbo_charge:R:1
C -1.17 -1.19 0.85 -0.02
O -1.80 -1.92 -0.08 -0.95
C 0.13 -0.68 0.15 -0.09
C 0.78 0.60 0.85 -0.41
C 1.46 1.64 0.00 -0.40
C 1.99 2.91 0.51 -0.60
N 1.13 -1.68 -0.23 -0.86
H -0.87 -1.75 1.82 0.07
H -1.79 -0.30 1.19 0.09
H -0.33 -0.38 -0.81 0.22
H 1.57 0.14 1.46 0.18
H -0.06 1.07 1.44 0.19
H 0.69 2.01 -0.82 0.18
H 2.24 1.08 -0.52 0.20
H 1.07 3.44 0.96 0.18
H 2.32 3.53 -0.26 0.20
H 2.53 2.92 1.46 0.20
H 1.36 -2.20 0.61 0.33
H 0.73 -2.36 -0.86 0.37
H -2.17 -0.81 -1.25 0.51
H -2.65 0.68 -1.39 0.44
O -2.16 0.05 -1.88 -1.03
```

Summary:
* highest occupied orbital energy: -3.155 eV
* ΔE to the lowest compared entry with this formula, charge and spin: 24.0 kcal/mol
* net charge: -1
* frontier orbital gap: 0.2512 Eh



No. 3
ORCA calculation (the ωB97M-V functional and the def2-TZVPD basis) on 2 unconnected molecules or ions with the total composition C5H14NO2 at a distorted geometry.

Geometry as XYZ:
```
22
Properties=species:S:1:pos:R:3:nbo_charge:R:1
C 0.34 -2.12 0.40 -0.60
C 0.79 -0.67 0.49 -0.07
C -0.20 0.26 1.28 -0.41
C -0.62 1.54 0.55 -0.43
C -1.52 1.21 -0.70 -0.01
O -1.09 0.12 -1.39 -0.91
N 2.16 -0.56 1.04 -0.84
H -0.74 -2.15 0.47 0.22
H 0.87 -2.57 -0.43 0.22
H 0.70 -2.60 1.32 0.16
H 0.78 -0.20 -0.49 0.23
H -1.13 -0.30 1.42 0.19
H 0.36 0.50 2.19 0.17
H 0.26 2.07 0.19 0.18
H -1.25 2.08 1.26 0.18
H -2.55 1.20 -0.27 0.08
H -1.45 2.11 -1.33 0.11
H 2.17 -1.22 1.83 0.32
H 2.26 0.33 1.51 0.34
H -0.81 0.31 -2.74 0.50
H 0.72 0.40 -3.02 0.44
O -0.07 0.28 -3.56 -1.08
```

Summary:
* highest occupied orbital energy: -3.633 eV
* ΔE to the lowest compared entry with this formula, charge and spin: 17.5 kcal/mol
* net charge: -1
* frontier orbital gap: 0.2783 Eh



No. 4
ORCA calculation (the ωB97M-V functional and the def2-TZVPD basis) on 2 unconnected molecules or ions with the total composition C5H14NO2 at a distorted geometry.

Geometry as XYZ:
```
22
Properties=species:S:1:pos:R:3:nbo_charge:R:1
C -1.33 2.57 1.29 -0.43
N -0.82 1.21 1.44 -0.66
C 0.38 0.72 0.73 -0.04
C 0.44 -0.80 1.00 -0.40
C 0.18 -1.89 -0.11 -0.12
O 1.02 -1.64 -1.17 -0.32
C 0.44 1.16 -0.75 -0.66
H -1.55 2.95 2.28 0.19
H -2.28 2.64 0.75 0.18
H -0.65 3.31 0.86 0.20
H -1.60 0.56 1.47 0.35
H 1.13 1.30 1.28 0.19
H 1.51 -0.96 1.22 0.22
H -0.24 -0.99 1.82 0.23
H 0.30 -2.90 0.30 0.19
H -0.88 -1.96 -0.37 0.17
H 0.66 0.40 -1.50 0.25
H 1.03 2.07 -0.80 0.22
H -0.61 1.24 -1.05 0.21
H 1.40 -2.95 -2.22 0.48
H 0.40 -2.71 -3.41 0.47
O 1.07 -3.33 -3.05 -0.94
```

Summary:
* highest occupied orbital energy (alpha / beta): -8.566 / -8.561 eV
* 2S+1: 2
* ΔE to the lowest compared entry with this formula, charge and spin: 35.2 kcal/mol
* frontier orbital gap (alpha / beta): 0.3438 / 0.2351 Eh